1.
A structure of composition C32H62FIN2O13S5, computed with ωB97M-V with the def2-TZVPD basis set.

```
116
Properties=species:S:1:pos:R:3:forces:R:3:mulliken_charge:R:1
C 5.3982 -1.3683 0.4786 1.47 -1.68 0.69 -0.52
C 5.0052 -2.7173 1.0306 2.13 -1.54 0.15 0.37
O 5.8732 -3.5503 1.2036 -2.68 0.71 0.08 -0.49
N 3.5212 -3.0213 1.4066 2.48 -0.35 -2.72 0.48
H 3.5922 -3.2683 2.3626 -0.29 -1.19 1.16 0.43
H 3.0512 -2.1373 1.4466 -1.90 1.97 0.11 -0.11
C 2.7462 -3.9853 0.5146 2.90 -1.87 1.26 -1.03
H 4.5792 -0.6513 0.6776 0.78 0.04 -0.84 0.13
H 5.6752 -1.7593 -0.6164 -0.59 1.92 2.05 0.28
H 6.3962 -1.2033 1.1616 -2.43 0.19 -2.19 0.32
H 2.3712 -3.6723 -0.4104 -0.08 1.62 -1.25 0.28
H 1.9552 -4.2713 1.1196 -1.64 -0.69 1.02 0.52
H 3.3902 -4.8913 0.3056 -0.57 1.07 0.44 0.38
C 2.1442 1.3367 -0.5334 -2.59 -3.02 4.36 -1.58
C 0.7312 0.9727 -0.5744 -2.99 2.44 -1.51 0.44
O -0.1448 1.8197 -0.7744 1.54 -2.89 0.80 -0.62
N 0.3912 -0.4853 -0.4284 -0.45 1.50 1.04 1.19
H 0.9822 -0.9863 -1.0254 1.44 -1.04 -2.57 -0.23
H 0.8532 -0.8893 0.4856 0.36 0.41 1.69 0.14
C -0.9758 -0.8653 -0.6224 -3.07 1.49 -0.37 -0.96
H 2.3862 2.1867 -0.9004 0.69 5.84 -3.02 0.39
H 2.7262 0.6267 -0.9174 2.49 -3.19 -1.31 0.64
H 2.3542 1.5117 0.5136 0.33 -0.47 0.64 0.33
H -1.3068 -1.8863 -0.5324 0.88 -0.54 0.53 0.12
H -1.4288 -0.5523 -1.5474 0.94 -0.07 -1.34 0.51
H -1.6788 -0.2183 -0.0844 0.58 -0.26 1.17 0.37
I 1.9202 -1.6533 -3.4464 -0.04 0.04 0.54 -0.71
O 1.6972 -1.1863 1.6506 -1.81 2.09 2.97 -1.08
H 1.2752 -0.6283 2.4976 1.88 -2.34 -3.48 0.00
F -3.9768 -3.5593 -1.2154 0.15 0.25 -1.89 -0.21
C -3.8698 -3.4583 -2.6194 -0.31 -0.32 -1.02 0.68
C -2.5618 -3.4003 -3.2114 -0.68 -0.36 0.59 0.05
C -2.5458 -3.3783 -4.6374 -1.17 -0.14 3.03 -0.79
C -3.6948 -3.4673 -5.3654 -1.34 0.68 1.27 -0.53
C -4.9938 -3.4513 -4.8474 2.06 -0.05 3.63 -0.49
C -5.1058 -3.4573 -3.3994 0.91 -0.58 0.11 -0.60
H -1.5888 -3.4373 -2.5834 -1.89 0.32 -1.16 0.30
H -1.7108 -3.1393 -5.1934 2.15 0.01 -0.62 0.48
H -3.5448 -3.3003 -6.3674 -0.06 0.00 -2.45 0.38
H -5.7938 -3.3173 -5.5094 -1.28 -0.18 -0.51 0.44
H -6.0938 -3.5853 -2.8384 1.58 0.46 -0.96 0.29
C -3.7528 -2.3413 2.4646 0.07 1.04 -3.14 0.19
C -3.3358 -1.6403 3.7196 1.63 -4.81 0.19 -0.99
C -3.2538 -0.3343 3.3356 2.45 7.80 2.36 -0.19
S -4.8398 0.0677 2.5726 -0.17 -1.49 0.20 1.16
O -4.6748 0.8787 1.4296 0.67 1.16 -1.54 -0.63
O -5.8238 0.4417 3.5286 -0.36 0.23 1.15 -0.67
C -5.1278 -1.6383 2.0306 3.83 2.23 -0.20 -1.01
H -4.1488 -3.2943 2.6836 0.80 -1.81 -0.39 0.29
H -2.9458 -2.1313 1.6436 -1.42 -1.30 1.31 -0.34
H -2.4978 -2.0353 4.3306 0.07 0.05 -1.04 0.31
H -4.1008 -1.7853 4.3536 -3.05 -0.33 2.65 0.52
H -2.3738 -0.1523 2.7006 -0.62 0.17 -0.43 0.16
H -2.9888 0.3547 4.3266 -1.20 -1.17 -2.62 0.27
H -5.5608 -1.5353 1.0626 0.53 -0.42 -1.13 0.44
H -5.7818 -2.1053 2.6156 -3.14 -1.39 2.57 0.50
C 0.3282 6.3997 -2.0084 -0.07 1.63 -0.92 -0.35
C -0.9878 6.3917 -1.2384 -1.65 -1.32 -4.63 -0.48
C -0.7118 5.5217 -0.1344 -1.76 -3.03 2.93 -0.40
S 0.9652 5.7197 0.4116 -0.34 -3.21 -0.28 1.14
O 1.5912 4.3637 0.3686 -0.69 2.40 0.22 -0.56
O 0.9742 6.4727 1.6176 0.49 0.72 1.20 -0.75
C 1.4492 6.6717 -0.9524 3.31 2.21 -0.75 -0.47
H 0.2112 6.8717 -3.0154 0.55 1.49 1.29 0.38
H 0.5502 5.5177 -2.5084 0.49 -2.80 0.20 -0.09
H -1.9308 5.8517 -2.0094 2.72 2.19 2.52 0.28
H -1.0778 7.4107 -1.0014 -1.32 1.34 0.48 0.33
H -0.7108 4.4957 -0.5514 -0.11 0.24 0.56 0.11
H -1.4358 5.5487 0.7636 1.26 0.05 -1.31 0.36
H 2.4232 6.1917 -1.2504 -0.88 0.46 -0.08 0.23
H 1.8592 7.7567 -0.4964 -1.90 -2.55 -1.57 0.26
C -1.6818 -5.1613 0.4926 2.95 1.18 -2.16 0.46
C -1.5438 -5.9053 1.7806 -2.01 1.66 -3.38 -1.34
C -2.4108 -7.0033 1.7286 7.00 -7.24 -1.94 -0.89
S -2.3748 -7.6003 0.0066 -2.76 0.00 -0.93 1.19
O -3.7818 -7.5433 -0.4994 2.85 -0.47 0.82 -0.66
O -1.5818 -8.8063 0.0516 -0.16 0.24 -0.75 -0.68
C -1.5238 -6.1913 -0.7944 -1.04 3.62 1.94 -0.58
H -0.8388 -4.3423 0.4346 -1.41 -1.48 -0.10 -0.09
H -2.5668 -4.5923 0.5316 -1.41 0.36 -0.67 -0.04
H -2.0778 -5.3223 2.3596 -1.00 3.62 4.21 0.36
H -0.5928 -6.0373 1.9006 5.39 -1.16 1.75 0.67
H -3.2868 -6.8653 2.0156 -7.97 1.54 2.07 0.61
H -2.0068 -7.8933 2.3626 -0.76 1.26 -1.23 0.33
H -2.1698 -5.5753 -1.5784 1.62 -2.28 1.07 0.15
H -0.4028 -6.1873 -0.8624 -1.29 -0.84 -0.71 0.48
C 2.5062 2.7037 -3.8884 -0.54 2.19 2.60 0.16
C 2.4942 3.4937 -5.1614 -9.72 0.86 1.75 -0.77
C 3.5932 4.2077 -5.4194 5.30 6.76 2.33 -0.61
S 4.6532 3.9497 -3.9524 3.10 4.17 -4.01 0.99
O 4.2942 4.9037 -2.9584 -0.22 0.89 1.09 -0.53
O 6.0072 3.9117 -4.5124 -0.81 -0.39 1.49 -0.75
C 3.9972 2.4967 -3.6194 -4.27 1.27 9.91 -0.71
H 2.0452 1.7787 -3.9044 -1.13 -1.87 -0.45 0.52
H 1.8892 3.3307 -3.0174 2.20 -1.59 -1.90 -0.35
H 1.6032 4.3027 -5.1954 1.18 -2.12 0.51 0.16
H 2.2702 2.9347 -5.9804 -0.86 -2.21 -2.09 0.40
H 3.5412 5.3617 -5.5054 -0.04 -1.87 0.10 0.34
H 3.9932 3.8277 -6.2474 2.81 -0.97 -3.18 0.38
H 4.1912 2.3267 -2.2864 -0.33 0.28 -4.35 0.17
H 4.5682 1.9307 -4.1244 3.25 -5.44 -3.76 0.62
C 0.3712 2.8127 3.4536 -0.29 4.26 -1.69 0.48
C 1.0472 1.9837 4.4416 0.62 -6.38 -3.39 -0.11
C 0.9722 2.6037 5.6896 -1.29 -0.96 2.23 -0.98
S 1.5392 4.1137 5.4366 -3.22 6.82 0.49 1.15
O 2.9282 4.1927 5.3146 3.46 -0.47 0.49 -0.67
O 0.8162 5.0167 6.3476 1.10 -0.98 -0.66 -0.74
C 0.9472 4.2887 3.8036 0.83 -3.09 -0.66 -1.37
H -0.7328 2.9307 3.6926 1.13 -0.65 -0.82 0.23
H 0.6752 2.6907 2.3716 -0.98 -0.45 1.15 -0.51
H 2.0932 1.7417 4.1576 -0.38 0.49 0.04 0.25
H 0.5652 0.9387 4.4066 0.54 1.20 0.44 0.15
H 1.5492 2.2407 6.4436 1.70 -1.59 2.22 0.51
H -0.0028 2.7027 6.0656 -1.52 0.15 0.42 0.36
H 1.7612 4.6397 3.2116 1.33 -0.81 -0.50 0.38
H 0.3732 5.0797 3.5586 -3.02 2.39 0.26 0.90
```
Forces are in eV/Å.

Output
Electronic energy (Eh): -4731.94985
Net charge: 0
HOMO-LUMO gap (eV): 7.1243
E_HOMO (eV): -7.964
Spin multiplicity: 1

---

2.
An isolated molecule of C21H30N4O4S2, computed with ωB97M-V with the def2-TZVPD basis set.

```
61
Properties=species:S:1:pos:R:3:forces:R:3:nbo_charge:R:1
C -2.6824 2.4915 -4.1256 -0.03 -0.21 0.09 -0.62
C -2.5794 1.1018 -3.5036 -0.30 0.30 -0.32 -0.21
N -1.4132 0.9870 -2.6684 0.31 -0.23 0.08 -0.37
C -0.1678 0.5879 -3.0587 0.45 0.02 0.27 0.26
S 0.1312 0.0650 -4.6860 -0.02 -0.11 -0.42 0.29
C 1.8641 -0.4787 -4.5594 -0.32 -0.01 0.10 -0.60
C 1.9566 -1.8555 -3.9035 0.23 0.44 0.06 0.66
O 2.0154 -2.8771 -4.5550 -0.06 -0.31 -0.36 -0.63
N 2.0051 -1.7941 -2.5624 0.01 -0.01 0.45 -0.64
C 1.9269 -2.9708 -1.7341 -0.39 -0.05 0.07 -0.25
C 0.5512 -3.0567 -1.0462 0.27 -0.39 -0.40 0.09
C 0.4932 -4.2151 -0.0266 -0.06 0.16 -0.07 -0.42
C 0.2476 -3.5129 1.3156 0.04 0.23 -0.09 -0.43
C 0.6702 -2.0738 1.0117 -0.02 -0.16 0.35 -0.08
O 0.2771 -1.8637 -0.3277 -0.08 0.11 -0.15 -0.54
N 0.7266 0.6375 -2.1039 0.13 0.13 -0.38 -0.55
C 0.0524 1.0833 -0.9981 -0.76 0.31 0.11 0.20
C 0.4898 1.2872 0.3026 -0.02 -0.02 -0.28 -0.19
C -0.4459 1.7353 1.2085 0.09 0.15 0.64 -0.35
S 0.0650 1.9242 2.9096 -0.13 -0.37 -0.38 2.32
O 1.4436 2.3140 2.9531 0.16 -0.22 -0.09 -0.94
O -0.8937 2.7513 3.5928 -0.15 -0.19 -0.18 -0.95
N -0.0168 0.3159 3.4109 0.21 0.95 -0.34 -0.69
C -1.3493 -0.1341 3.7597 -0.61 0.14 0.09 -0.23
C -1.7613 0.2864 5.1708 0.05 -0.22 0.00 -0.43
C -0.7162 -0.1867 6.1782 -0.01 0.27 -0.01 -0.40
C 0.6550 0.3568 5.7832 -0.03 -0.33 -0.06 -0.42
C 0.9978 -0.0903 4.3633 0.56 0.27 0.34 -0.23
C -1.7692 1.9982 0.8696 -0.17 0.10 0.10 -0.20
C -2.2231 1.7949 -0.4196 -0.05 -0.04 -0.11 -0.25
C -1.3027 1.3229 -1.3418 0.50 0.05 0.60 0.12
H -2.7285 3.2522 -3.3496 -0.01 0.09 0.04 0.21
H -1.8167 2.6847 -4.7540 0.07 0.06 -0.06 0.22
H -3.5778 2.5578 -4.7366 -0.10 0.06 -0.08 0.22
H -2.5081 0.3446 -4.2895 -0.12 -0.02 0.17 0.22
H -3.4584 0.8924 -2.8886 0.09 -0.11 -0.09 0.21
H 2.2155 -0.5399 -5.5885 -0.02 -0.01 0.10 0.26
H 2.4044 0.2819 -3.9999 0.07 0.00 -0.06 0.25
H 1.7635 -0.9086 -2.1113 0.12 -0.12 -0.28 0.44
H 2.7147 -2.9222 -0.9759 -0.02 -0.13 0.00 0.19
H 2.0828 -3.8446 -2.3704 0.04 0.02 0.14 0.24
H -0.2212 -3.1359 -1.8191 0.10 -0.01 0.05 0.19
H 1.4402 -4.7538 -0.0203 0.03 -0.07 -0.01 0.21
H -0.2993 -4.9196 -0.2679 0.03 -0.06 -0.01 0.22
H -0.8115 -3.5392 1.5715 -0.01 0.01 0.05 0.20
H 0.8195 -3.9499 2.1306 -0.01 -0.04 0.08 0.21
H 0.1803 -1.3178 1.6247 0.09 -0.04 0.00 0.22
H 1.7591 -1.9625 1.1158 -0.01 0.03 0.04 0.16
H 1.5071 1.1162 0.6085 0.22 -0.08 -0.03 0.25
H -2.0332 0.2794 3.0166 -0.14 -0.20 0.01 0.22
H -1.3601 -1.2275 3.6750 -0.01 0.06 -0.08 0.20
H -1.8312 1.3742 5.1989 -0.10 -0.05 0.05 0.23
H -2.7406 -0.1353 5.4043 -0.04 0.02 -0.02 0.21
H -0.9822 0.1536 7.1804 -0.01 -0.09 0.03 0.21
H -0.6846 -1.2801 6.1890 0.00 -0.07 0.07 0.19
H 0.6370 1.4482 5.8050 0.07 0.05 0.08 0.21
H 1.4231 0.0066 6.4747 0.05 0.06 0.01 0.21
H 1.9330 0.3596 4.0309 0.07 -0.23 0.11 0.24
H 1.0830 -1.1818 4.3128 -0.02 0.03 -0.05 0.19
H -2.4232 2.3806 1.6371 -0.14 0.04 0.03 0.24
H -3.2486 1.9944 -0.6892 -0.12 0.05 0.01 0.22
```
Forces are in eV/Å.

Output
Electronic energy (Eh): -2134.62003
Net charge: 0
HOMO-LUMO gap (eV): 8.9886
E_HOMO (eV): -8.454
Spin multiplicity: 1

---

3.
A structure of composition C35H41BN2O4, computed with ωB97M-V with the def2-TZVPD basis set.

```
83
Properties=species:S:1:pos:R:3:forces:R:3:mulliken_charge:R:1
C 0.7510 -6.2424 1.0984 0.17 -1.79 0.58 -1.29
C 1.0228 -5.1490 0.1896 1.17 1.10 -1.64 0.77
C 1.6686 -5.1931 -1.0266 -0.63 0.57 0.05 -1.09
C 1.7254 -3.8441 -1.5234 0.52 0.07 -0.25 0.07
C 1.4666 -3.0487 -0.4208 -0.35 -3.73 -0.53 0.94
B -2.5684 -4.2549 -0.5384 2.85 1.47 -1.04 0.85
O -2.1382 -3.1626 0.2305 -0.71 -0.30 -0.18 -0.31
C -3.3136 -2.2993 0.1086 0.42 -0.63 0.13 -0.02
C -4.0712 -2.8027 -1.2101 1.53 -0.24 -0.23 1.34
C -4.9772 -1.6929 -1.7408 -0.76 -0.44 0.15 -1.80
C -4.5644 -4.2954 -0.7279 -1.85 -0.41 0.30 -0.46
O -3.4504 -5.1832 -0.1812 -1.10 0.49 0.00 -0.34
C -3.1190 -3.1867 -2.3669 -0.06 2.19 0.71 -0.90
O -2.2202 -4.0756 -1.9607 0.37 -1.43 1.03 -0.44
O 0.7964 -3.8515 0.5177 1.17 0.41 0.47 -0.35
H 1.5520 -6.9711 0.9175 -0.10 0.01 0.04 0.40
H 0.7971 -6.0643 2.1745 -0.27 0.49 -0.21 0.29
H -0.1533 -6.8032 0.8364 -0.17 0.30 0.27 0.25
H 2.1814 -6.0286 -1.4803 -0.53 -0.20 -0.06 0.50
H 1.8257 -3.5399 -2.5990 0.54 -0.44 1.62 0.29
H -3.8909 -2.5178 1.0367 -0.18 0.45 -0.70 0.31
H -3.0060 -1.2264 0.1148 -0.26 -0.94 -0.37 -0.07
H -5.1842 -1.9482 -2.7887 -0.34 0.33 0.29 0.46
H -5.8925 -1.6495 -1.1517 -0.26 0.08 -0.22 0.40
H -4.5271 -0.6730 -1.6963 0.08 -0.99 0.05 0.28
H -5.2815 -4.2205 0.1253 0.51 0.07 -0.76 0.30
H -4.9716 -4.9288 -1.5388 0.03 0.86 0.25 0.28
H -2.8421 -2.4941 -3.2037 -0.26 -0.65 0.76 0.40
H -0.6624 -1.9725 -0.9320 0.47 -0.45 0.21 -0.52
C -2.4412 5.6966 4.3606 0.11 0.20 0.34 -0.97
N -2.6988 5.1178 3.0492 -0.47 1.15 0.39 0.12
C -4.0536 5.3463 2.5803 -0.24 -0.18 -0.32 -1.06
C -1.8940 4.1886 2.4316 0.36 -0.50 0.17 0.85
C -2.3765 3.4478 1.3329 -0.19 -0.06 0.42 -0.75
C -1.7376 2.2992 0.9020 1.01 0.15 -0.11 -0.79
C -0.4418 1.9546 1.3576 0.08 -0.23 -0.04 -0.04
C 0.3498 0.8245 0.7317 -1.19 -1.03 -0.65 1.41
C -0.3103 -0.2922 0.2573 0.23 0.00 0.53 -2.34
C 0.1687 -1.2877 -0.7637 -4.45 3.73 0.15 1.33
C 0.3547 -0.5805 -2.0444 0.95 -0.19 -1.08 1.70
C 1.1949 -1.0270 -3.0788 -0.27 0.45 -0.17 -0.62
C 0.9739 -0.5549 -4.3776 -0.31 0.05 0.02 -0.89
C -0.0877 0.3160 -4.6419 0.45 0.03 -0.22 -0.62
C -0.7822 0.8884 -3.5844 -0.16 -0.10 -0.07 -0.70
C -0.5395 0.4693 -2.2966 0.15 -0.06 0.05 -0.43
C 1.7870 1.0161 0.4504 0.43 0.59 0.09 0.09
C 2.7426 -0.0250 0.3922 -0.15 0.48 0.39 -0.16
C 4.0993 0.2693 0.3430 0.67 0.12 -0.04 -0.52
C 4.5961 1.5980 0.2870 -0.90 -0.84 -0.14 1.05
N 5.9311 1.8821 0.3723 1.04 -0.16 0.17 0.07
C 6.4084 3.2245 0.6304 -0.27 0.26 -0.17 -0.97
C 6.9266 0.8239 0.5527 -0.49 -0.02 -0.08 -0.92
C 3.6251 2.5929 0.1234 0.45 0.17 0.19 -0.83
C 2.2822 2.3257 0.2546 -0.38 -0.34 0.07 -1.00
C 0.1139 2.7970 2.3398 -0.22 0.10 -0.14 -0.45
C -0.5890 3.8701 2.8830 -0.26 0.07 -0.01 -0.80
H -1.5091 6.2784 4.4026 -0.10 -0.28 -0.05 0.30
H -3.2591 6.4105 4.5936 0.64 -0.48 -0.18 0.32
H -2.4390 4.9482 5.1788 0.16 0.15 -0.39 0.32
H -4.5889 4.3873 2.5211 -0.14 0.23 -0.06 0.41
H -4.5995 6.0188 3.2627 0.36 -0.45 -0.26 0.29
H -4.0834 5.8301 1.5925 0.06 -0.22 0.10 0.28
H -3.2774 3.7750 0.8350 -0.17 -0.25 0.10 0.43
H -2.2261 1.7092 0.1335 0.16 0.07 -0.06 0.31
H -1.3984 -0.4127 0.4322 1.03 0.23 0.61 0.47
H 1.1579 -1.9833 -0.3314 1.03 0.45 0.41 -1.86
H 2.0043 -1.7334 -2.8791 -0.40 0.42 -0.10 0.64
H 1.5938 -0.8853 -5.2085 -0.08 -0.08 0.20 0.41
H -0.3453 0.5778 -5.6675 0.20 0.02 0.21 0.40
H -1.5689 1.6131 -3.7445 0.04 0.10 -0.19 0.44
H -1.0695 0.8977 -1.4458 0.01 -0.10 -0.60 0.12
H 2.4387 -1.0712 0.4745 0.30 0.51 0.16 0.46
H 4.8500 -0.5195 0.3807 -0.48 -0.08 -0.04 0.39
H 6.2135 3.8910 -0.2189 0.15 -0.03 0.06 0.29
H 5.9359 3.6878 1.5094 0.04 -0.17 -0.04 0.35
H 7.4880 3.1628 0.7973 -0.32 0.28 -0.07 0.29
H 6.6361 0.1386 1.3671 0.24 0.21 -0.13 0.33
H 7.0303 0.2287 -0.3658 0.05 0.05 0.19 0.30
H 7.8917 1.2975 0.7843 -0.40 -0.40 -0.08 0.26
H 3.9511 3.5964 -0.0734 -0.03 0.39 0.08 0.35
H 1.5973 3.1760 0.2310 0.11 -0.37 -0.10 0.54
H 1.1313 2.6261 2.6916 -0.25 -0.07 -0.10 0.57
H -0.1100 4.4928 3.6397 -0.20 -0.26 -0.09 0.26
```
Forces are in eV/Å.

Output
Electronic energy (Eh): -1793.26374
Net charge: 0
HOMO-LUMO gap (eV): 2.9133
E_HOMO (eV): -4.402
Spin multiplicity: 1

---

> What is the net charge in the third record?

0